1.
A structure of composition C31H46N2O6P2Sm. Source: the Open Molecules 2025 dataset; level of theory: ωB97M-V/def2-TZVPD.

Each line ends with the Löwdin charge.
CARTESIAN COORDINATES (ANGSTROEM)
Sm -1.368 0.882 -1.153  1.766
C 0.247 0.786 0.854  -0.277
C 1.006 1.116 -0.325  -0.305
C -0.596 2.803 0.021  -0.359
C -0.724 1.827 1.071  -0.304
C 0.487 2.360 -0.845  -0.366
C 0.787 -0.162 1.882  -0.004
H 1.824 0.124 2.127  0.106
H 0.782 -1.210 1.535  0.097
H 0.230 -0.117 2.826  0.079
C -1.515 2.045 2.306  -0.002
H -1.014 1.563 3.153  0.095
H -2.506 1.593 2.227  0.065
H -1.680 3.114 2.485  0.090
C -1.256 4.145 0.032  -0.007
H -1.431 4.488 1.055  0.087
H -2.228 4.120 -0.474  0.089
H -0.657 4.909 -0.472  0.093
C 1.045 3.148 -1.980  -0.048
H 1.692 3.967 -1.620  0.112
H 0.259 3.622 -2.586  0.052
H 1.625 2.516 -2.661  0.069
C 2.362 0.541 -0.555  -0.019
H 3.117 1.014 0.089  0.112
H 2.701 0.625 -1.590  0.089
H 2.385 -0.508 -0.269  0.063
C 0.217 -3.925 -0.981  -0.112
C 1.390 -4.383 -0.507  -0.097
C 2.644 -3.777 -1.044  -0.166
C 2.924 -4.199 -2.558  -0.170
C 2.959 -3.108 -3.563  -0.098
C 2.088 -2.099 -3.547  -0.127
C 1.004 -2.014 -2.515  -0.235
C 0.128 -3.296 -2.355  -0.172
H 3.567 -4.034 -0.509  0.113
H 2.216 -4.981 -2.864  0.115
H 2.519 -2.681 -0.971  0.075
H 0.448 -4.049 -3.103  0.111
H -0.721 -3.976 -0.426  0.082
H 1.491 -5.143 0.268  0.107
H -0.935 -3.046 -2.540  0.095
H 1.386 -1.686 -1.540  0.063
H 2.134 -1.248 -4.229  0.086
H 0.321 -1.204 -2.788  0.024
H 3.898 -4.708 -2.603  0.110
H 3.735 -3.189 -4.331  0.112
P -1.341 -1.068 -5.054  0.839
P -1.212 1.902 -4.482  0.776
C -1.386 0.048 -6.573  -0.443
C -2.002 1.367 -6.151  -0.423
H -1.886 -0.415 -7.435  0.096
H -0.336 0.193 -6.863  0.065
H -1.805 2.147 -6.904  0.082
H -3.095 1.313 -6.007  0.079
C -1.788 3.630 -4.796  -0.311
H -1.330 4.337 -4.098  0.026
H -2.870 3.611 -4.615  0.043
H -1.608 3.950 -5.834  0.053
C 0.527 2.023 -5.180  -0.272
H 0.540 2.177 -6.272  0.060
H 1.100 1.108 -4.959  0.031
H 1.057 2.853 -4.698  0.028
C -3.059 -1.759 -5.157  -0.275
H -3.223 -2.182 -4.156  0.022
H -3.220 -2.550 -5.905  0.055
H -3.788 -0.950 -5.308  0.036
C -0.263 -2.309 -5.920  -0.273
H -0.528 -2.425 -6.975  0.048
H -0.238 -3.304 -5.467  0.042
H 0.742 -1.872 -5.880  0.022
O -1.841 -1.991 0.018  0.008
C -2.359 -1.196 0.835  -0.551
O -2.788 -0.012 0.461  -0.221
C -2.484 -1.524 2.323  -0.083
C -3.269 -0.720 3.165  0.071
C -3.175 -0.844 4.571  -0.109
C -2.473 -1.889 5.179  0.108
C -1.816 -2.786 4.332  -0.105
C -1.839 -2.630 2.915  0.102
N -0.953 -3.784 4.929  -0.311
O -0.831 -3.820 6.174  0.081
O -0.349 -4.564 4.161  0.071
N -3.573 0.296 5.369  -0.306
O -3.996 1.299 4.747  0.057
O -3.466 0.253 6.609  0.091
H -3.894 0.082 2.779  0.126
H -2.361 -1.939 6.265  0.143
H -1.324 -3.363 2.303  0.130

As for the total energy: -84627.30303 eV. As for the spin multiplicity: 6. The value obtained for the max |F| is 4.5 eV Å⁻¹. Its charge is +1. The expectation value of S² is 8.781.


2.
A cluster of 2 separate species, C6H9N2O2 in total. Source: the Open Molecules 2025 dataset; level of theory: ωB97M-V/def2-TZVPD.

Each line ends with the Löwdin charge.
CARTESIAN COORDINATES (ANGSTROEM)
C -1.160 -3.598 -2.086  -0.061
C -1.071 -2.258 -1.304  -0.789
O -1.970 -1.952 -0.489  -0.090
O 0.036 -1.693 -1.477  -0.112
H -2.235 -3.839 -2.218  0.056
H -0.747 -4.287 -1.332  0.062
H -0.663 -3.768 -3.023  0.039
C 0.087 3.575 1.200  -0.087
C 1.784 0.489 1.516  -0.208
C 0.642 2.245 0.894  -0.396
C 0.167 1.166 0.181  -0.047
N 1.685 1.829 1.677  0.047
N 0.927 0.080 0.586  0.056
H 2.546 -0.084 1.993  0.095
H 0.598 -0.856 0.349  0.118
H -0.528 1.086 -0.645  0.115
H 0.499 4.415 0.620  0.064
H 0.403 3.955 2.188  0.063
H -1.000 3.496 1.370  0.076

As for the total energy: -13444.75293 eV. As for the spin multiplicity: 1. The value obtained for the max |F| is 2.8 eV Å⁻¹. Its charge is -1.


3.
An isolated molecule of C5H9NO. Source: the Open Molecules 2025 dataset; level of theory: ωB97M-V/def2-TZVPD.

Each line ends with the Löwdin charge.
CARTESIAN COORDINATES (ANGSTROEM)
C -0.593 1.890 -0.134  -0.002
C -0.115 0.508 0.200  -0.552
O 0.665 0.473 1.426  -0.011
C -1.040 -0.719 0.281  -0.205
N -0.035 -1.743 0.524  -0.058
C 0.857 -1.564 -0.616  -0.265
C 1.066 -0.108 -0.441  0.101
H -1.136 1.874 -1.085  0.090
H 0.236 2.601 -0.208  0.088
H -1.274 2.234 0.650  0.092
H 0.571 -0.525 1.626  0.103
H -1.607 -0.827 -0.665  0.121
H -1.745 -0.639 1.115  0.124
H 0.386 -1.755 -1.608  0.122
H 1.772 -2.159 -0.549  0.115
H 1.992 0.460 -0.516  0.136

As for the total energy: -8863.98975 eV. As for the spin multiplicity: 1. The value obtained for the max |F| is 0.8 eV Å⁻¹.


4.
A structure of composition C8H18F5IrN4O. Source: the Open Molecules 2025 dataset; level of theory: ωB97M-V/def2-TZVPD.

Each line ends with the Löwdin charge.
CARTESIAN COORDINATES (ANGSTROEM)
Ir -0.611 -0.714 0.038  1.182
N -3.313 1.648 0.075  0.060
C -2.143 2.357 0.436  -0.250
C 0.329 1.983 0.190  -0.179
N 1.105 0.759 0.133  -0.240
C 1.777 0.378 1.386  -0.150
C 0.757 0.159 2.506  -0.169
N -0.327 -0.805 2.133  -0.076
C 1.777 0.496 -1.149  -0.149
C 0.759 0.487 -2.294  -0.166
N -0.421 -0.403 -2.036  -0.075
H -3.966 1.510 0.829  0.089
H -3.777 2.002 -0.746  0.090
H -2.035 3.328 -0.052  0.135
H -2.071 2.489 1.518  0.131
H 0.614 2.676 -0.605  0.144
H 0.433 2.478 1.157  0.137
H 2.321 -0.545 1.194  0.118
H 2.494 1.138 1.713  0.138
H 1.282 -0.182 3.399  0.132
H 0.269 1.099 2.766  0.110
H -0.051 -1.749 2.385  0.090
H -1.152 -0.609 2.693  0.112
H 2.546 1.243 -1.373  0.138
H 2.259 -0.477 -1.064  0.121
H 0.378 1.495 -2.455  0.113
H 1.264 0.186 -3.210  0.132
H -1.258 0.048 -2.393  0.108
H -0.325 -1.264 -2.562  0.078
O -1.019 1.530 0.001  -0.266
F 1.340 -2.656 0.698  0.001
C 0.087 -2.591 0.077  -0.504
F -0.707 -3.414 0.854  0.018
C 0.296 -3.363 -1.238  -0.606
F 1.225 -2.725 -1.992  0.121
F -0.839 -3.388 -1.957  0.140
F 0.704 -4.606 -1.054  0.193

As for the total energy: -33016.66776 eV. As for the spin multiplicity: 2. The value obtained for the max |F| is 0.3 eV Å⁻¹. Its charge is +1. The expectation value of S² is 0.752.


> Which of these has the highest max |F|?

C31H46N2O6P2Sm


> Which of these has the lowest max |F|?

C8H18F5IrN4O


> Among the records above, which one has the lowest max |F|?

C8H18F5IrN4O